Run w
Formula: C2H8N2O2
Source: the Open Molecules 2025 dataset
Level of theory: ωB97M-V with the def2-TZVPD basis set

Last column: natural (NBO) charge in e.
Element x y z (Å)
O (-1.059, -0.243, 0.000)  -0.58
O (-0.904, 1.303, 2.415)  -0.54
N (-0.531, 1.555, 1.106)  -0.24
N (-0.222, -2.148, -0.806)  -0.70
C (0.209, -0.255, -0.019)  0.47
C (1.017, 0.406, -1.094)  -0.72
H (-0.064, 1.177, 2.880)  0.47
H (-0.588, -2.105, -1.759)  0.33
H (1.555, 1.256, -0.672)  0.24
H (0.371, 0.753, -1.900)  0.22
H (0.769, -0.609, 0.856)  0.14
H (1.739, -0.311, -1.489)  0.24
H (-1.412, 1.855, 0.679)  0.32
H (-0.879, -2.635, -0.196)  0.34

HOMO energy (alpha / beta) = -9.3 / -8.3 eV
2S+1 = 1
frontier orbital gap (alpha / beta) = 10.16 / 8.30 eV

Run x
Formula: C2H8N2O2
Source: the Open Molecules 2025 dataset
Level of theory: ωB97M-V with the def2-TZVPD basis set

Last column: natural (NBO) charge in e.
Element x y z (Å)
O (-1.232, 0.801, -0.810)  -0.67
O (-1.798, 0.878, 1.343)  -0.69
N (1.618, 0.676, -0.134)  -0.70
N (1.817, -0.504, -1.077)  -0.71
C (-0.945, -1.182, 0.416)  -0.64
C (-1.235, 0.131, 0.410)  0.58
H (-0.997, -1.803, 1.323)  0.22
H (0.895, -0.826, -1.482)  0.36
H (-1.483, 1.703, -0.464)  0.49
H (2.479, -0.104, -1.800)  0.35
H (-2.157, 0.344, 2.003)  0.50
H (1.083, 0.370, 0.643)  0.35
H (2.537, 0.991, 0.185)  0.34
H (-0.581, -1.475, -0.555)  0.21

HOMO energy = -7.9 eV
SMILES string = C=C(O)O.NN
2S+1 = 1
frontier orbital gap = 8.45 eV

Short version: run x is the most stable of them.

Run w
Formula: C2H3FOS
Source: the Open Molecules 2025 dataset
Level of theory: ωB97M-V with the def2-TZVPD basis set

Last column: natural (NBO) charge in e.
Element x y z (Å)
S (1.696, -1.006, -0.151)  0.08
F (-1.505, -0.932, -0.306)  -0.34
O (1.244, 1.327, -0.282)  -0.56
C (-0.801, 0.273, -0.002)  -0.05
C (0.618, 0.322, -0.070)  0.32
H (0.690, -1.759, 0.322)  0.12
H (-0.884, 0.758, 1.134)  0.21
H (-1.057, 1.017, -0.645)  0.21

HOMO energy = -10.2 eV
SMILES string = O=C(S)CF
2S+1 = 1
frontier orbital gap = 10.77 eV

Run x
Formula: C2H3FOS
Source: the Open Molecules 2025 dataset
Level of theory: ωB97M-V with the def2-TZVPD basis set

Last column: natural (NBO) charge in e.
Element x y z (Å)
S (-1.684, -0.916, -0.092)  0.09
F (-0.233, 0.927, 1.191)  -0.38
O (-0.110, -0.642, -1.857)  -0.53
C (0.738, 0.610, 0.083)  -0.04
C (-0.211, -0.393, -0.689)  0.30
H (1.738, 0.195, 0.295)  0.21
H (0.943, 1.411, -0.527)  0.20
H (-1.182, -1.191, 1.595)  0.15

HOMO energy = -9.8 eV
2S+1 = 1
frontier orbital gap = 9.47 eV

Short version: run w is the most stable of them.

Run w
Formula: C3H11N2
Source: the Open Molecules 2025 dataset
Level of theory: ωB97M-V with the def2-TZVPD basis set

Last column: natural (NBO) charge in e.
Element x y z (Å)
N (-0.729, -1.191, 0.018)  -0.89
N (1.297, 0.422, -0.577)  -0.74
C (-1.844, 0.930, 0.322)  -0.47
C (-1.841, -0.342, -0.065)  0.05
C (2.408, 0.219, 0.370)  -0.42
H (1.377, -0.305, -1.319)  0.44
H (0.449, 0.173, -0.010)  0.47
H (-2.290, 1.521, 1.083)  0.25
H (2.142, -0.400, 1.157)  0.23
H (-0.562, -1.585, 0.912)  0.41
H (3.195, -0.216, -0.279)  0.23
H (-1.146, 1.531, -0.360)  0.18
H (1.247, 1.445, -0.853)  0.45
H (2.740, 1.261, 0.641)  0.24
H (-0.725, -2.028, -0.586)  0.39
H (-2.741, -0.860, -0.230)  0.18

HOMO energy = -12.5 eV
2S+1 = 1
frontier orbital gap = 8.93 eV
total charge = +1

Run x
Formula: C3H11N2
Source: the Open Molecules 2025 dataset
Level of theory: ωB97M-V with the def2-TZVPD basis set

Last column: natural (NBO) charge in e.
Element x y z (Å)
N (2.298, -0.375, 0.052)  -0.99
N (-0.715, 0.220, -0.019)  -0.30
C (-1.366, 0.238, 1.227)  -0.41
C (-1.374, -0.389, -1.107)  -0.42
C (0.460, 0.757, -0.108)  0.10
H (2.593, -0.403, -0.898)  0.38
H (-2.353, 0.710, 1.149)  0.23
H (-1.513, -0.837, 1.438)  0.23
H (1.080, 0.962, -0.988)  0.23
H (-0.785, 0.905, 1.855)  0.23
H (2.169, -1.274, 0.402)  0.39
H (-1.495, -1.429, -1.097)  0.23
H (-0.769, -0.260, -1.969)  0.23
H (-2.357, 0.039, -1.186)  0.23
H (1.028, 1.191, 0.717)  0.24
H (3.099, -0.055, 0.530)  0.39

HOMO energy = -14.7 eV
2S+1 = 1
frontier orbital gap = 11.24 eV
total charge = +1

Short version: run x is the most stable of them.

Run w
Formula: C3H11N2
Source: the Open Molecules 2025 dataset
Level of theory: ωB97M-V with the def2-TZVPD basis set

Last column: natural (NBO) charge in e.
Element x y z (Å)
N (1.362, -0.811, -0.948)  -0.74
N (-0.310, 0.183, 0.715)  -0.53
C (-1.552, -0.656, 0.572)  -0.47
C (1.950, -0.589, -2.055)  0.07
C (-0.479, 1.650, 1.014)  -0.44
H (-2.215, -0.658, -0.246)  0.25
H (-1.257, 2.092, 0.419)  0.25
H (-2.266, -0.547, 1.449)  0.24
H (2.480, 0.340, -2.115)  0.18
H (0.229, -0.311, 1.395)  0.43
H (1.235, -1.891, -0.817)  0.38
H (-0.389, 1.707, 2.160)  0.25
H (0.263, 0.116, -0.208)  0.47
H (0.514, 2.172, 0.741)  0.23
H (1.714, -1.138, -2.988)  0.19
H (-1.280, -1.659, 0.913)  0.23

HOMO energy = -14.5 eV
2S+1 = 1
frontier orbital gap = 11.06 eV
total charge = +1

Run x
Formula: C3H11N2
Source: the Open Molecules 2025 dataset
Level of theory: ωB97M-V with the def2-TZVPD basis set

Last column: natural (NBO) charge in e.
Element x y z (Å)
N (-1.717, 0.874, -0.720)  -0.70
N (0.367, -0.250, 1.052)  -0.52
C (-1.835, 0.508, -1.934)  0.03
C (1.249, 0.858, 0.537)  -0.41
C (0.943, -1.583, 0.683)  -0.41
H (2.202, 0.853, 1.064)  0.23
H (-0.566, -0.037, 0.640)  0.47
H (1.423, 0.711, -0.521)  0.23
H (1.044, -1.610, -0.397)  0.23
H (-2.506, 0.939, -2.687)  0.19
H (0.693, 1.782, 0.685)  0.24
H (0.177, -0.135, 2.049)  0.43
H (1.901, -1.673, 1.197)  0.23
H (-1.030, -0.098, -2.346)  0.16
H (-2.623, 1.203, -0.381)  0.37
H (0.278, -2.341, 1.079)  0.24

HOMO energy = -14.6 eV
2S+1 = 1
frontier orbital gap = 11.61 eV
total charge = +1

Run y
Formula: C3H11N2
Source: the Open Molecules 2025 dataset
Level of theory: ωB97M-V with the def2-TZVPD basis set

Last column: natural (NBO) charge in e.
Element x y z (Å)
N (0.472, 0.682, -1.396)  -0.69
N (1.045, 1.381, -3.509)  -0.71
C (-0.538, -0.329, 3.074)  -0.61
C (-0.984, -1.257, 1.955)  -0.62
C (0.514, 0.499, -2.695)  0.42
H (0.484, -0.156, -0.826)  0.45
H (1.944, 1.820, -3.287)  0.44
H (-0.270, -2.081, 1.822)  0.20
H (0.293, 0.342, 2.845)  0.19
H (-0.057, -0.362, -3.018)  0.24
H (-1.907, -1.757, 2.259)  0.23
H (-1.195, -0.882, 0.956)  0.17
H (-0.327, -0.927, 3.964)  0.22
H (1.036, 1.138, -4.490)  0.43
H (-1.348, 0.346, 3.362)  0.21
H (0.839, 1.543, -1.016)  0.43

HOMO energy = -14.4 eV
2S+1 = 1
frontier orbital gap = 9.80 eV
total charge = +1

Short version: run y is the most stable of them.

Run w
Formula: C3H11N2
Source: the Open Molecules 2025 dataset
Level of theory: ωB97M-V with the def2-TZVPD basis set

Last column: natural (NBO) charge in e.
Element x y z (Å)
N (-1.174, -1.114, -0.463)  -0.89
N (0.708, -0.471, 1.481)  -0.70
C (0.796, 0.844, 0.751)  -0.23
C (0.530, 0.680, -0.731)  -0.43
C (-0.849, 0.120, -1.149)  -0.25
H (-1.099, -1.886, -1.157)  0.39
H (-0.067, 1.456, 1.128)  0.22
H (1.192, -0.169, -1.084)  0.20
H (0.866, -0.279, 2.469)  0.44
H (-2.173, -1.178, -0.288)  0.39
H (-0.843, 0.110, -2.232)  0.22
H (1.348, -1.164, 1.009)  0.45
H (1.661, 1.410, 1.083)  0.24
H (-0.234, -0.930, 1.402)  0.48
H (-1.560, 0.936, -1.047)  0.21
H (0.899, 1.635, -1.172)  0.26

HOMO energy = -14.6 eV
SMILES string = NCCC[NH3+]
2S+1 = 1
frontier orbital gap = 11.26 eV
total charge = +1

Run x
Formula: C3H11N2
Source: the Open Molecules 2025 dataset
Level of theory: ωB97M-V with the def2-TZVPD basis set

Last column: natural (NBO) charge in e.
Element x y z (Å)
N (-0.712, 0.822, -0.354)  -0.50
N (1.128, -1.087, -0.820)  -0.87
C (-0.010, 1.852, 0.401)  -0.45
C (0.461, -1.196, 0.506)  -0.24
C (-0.898, -0.503, 0.322)  -0.26
H (-1.631, 1.141, -0.669)  0.44
H (0.619, -1.689, -1.453)  0.38
H (-0.461, 1.928, 1.388)  0.23
H (1.075, -0.684, 1.231)  0.21
H (1.059, 1.653, 0.517)  0.25
H (-0.247, 0.629, -1.250)  0.46
H (-1.686, -1.096, -0.167)  0.24
H (-0.012, 2.853, -0.038)  0.25
H (0.181, -2.206, 0.835)  0.22
H (-1.483, -0.426, 1.251)  0.24
H (2.100, -1.294, -0.677)  0.40

HOMO energy = -14.3 eV
SMILES string = C[NH2+]CCN
2S+1 = 1
frontier orbital gap = 11.05 eV
total charge = +1

Run y
Formula: C3H11N2
Source: the Open Molecules 2025 dataset
Level of theory: ωB97M-V with the def2-TZVPD basis set

Last column: natural (NBO) charge in e.
Element x y z (Å)
N (-0.107, -0.691, 1.450)  -0.85
N (-0.683, -1.017, -0.926)  -0.70
C (0.387, 0.648, 1.117)  -0.23
C (0.808, 0.774, -0.349)  -0.45
C (-0.292, 0.398, -1.277)  -0.21
H (-1.154, 1.013, -1.114)  0.22
H (1.724, 0.212, -0.521)  0.22
H (-1.628, -1.280, -1.269)  0.43
H (0.619, -1.270, 1.864)  0.40
H (-0.866, -0.580, 2.116)  0.40
H (-0.621, -1.096, 0.097)  0.44
H (1.081, 1.816, -0.551)  0.26
H (-0.045, -1.651, -1.359)  0.42
H (-0.398, 1.362, 1.268)  0.20
H (1.198, 0.986, 1.754)  0.22
H (-0.025, 0.377, -2.300)  0.23

HOMO energy = -14.7 eV
SMILES string = NCCC[NH3+]
2S+1 = 1
frontier orbital gap = 11.53 eV
total charge = +1

Run z
Formula: C3H11N2
Source: the Open Molecules 2025 dataset
Level of theory: ωB97M-V with the def2-TZVPD basis set

Last column: natural (NBO) charge in e.
Element x y z (Å)
N (-0.853, 1.178, 1.168)  -0.81
N (-0.829, 2.856, -0.357)  -0.62
C (1.257, -1.688, -0.723)  -0.60
C (-0.428, 1.719, 0.002)  0.47
C (0.306, -2.426, 0.194)  -0.60
H (-1.877, 1.295, 1.428)  0.43
H (-1.596, 3.366, -0.167)  0.43
H (2.134, -2.239, -0.936)  0.22
H (0.428, 1.289, -0.615)  0.25
H (1.517, -0.894, -0.172)  0.18
H (0.057, -3.358, -0.134)  0.21
H (0.561, -2.504, 1.340)  0.21
H (-0.581, 3.322, -1.228)  0.43
H (-0.653, -1.955, 0.109)  0.19
H (-0.239, 1.462, 1.847)  0.42
H (0.795, -1.421, -1.755)  0.20

HOMO energy = -14.6 eV
2S+1 = 1
frontier orbital gap = 9.37 eV
total charge = +1

Short version: run y is the most stable of them.

Run w
Formula: C6H14
Source: the Open Molecules 2025 dataset
Level of theory: ωB97M-V with the def2-TZVPD basis set

Last column: natural (NBO) charge in e.
Element x y z (Å)
C (1.194, -0.291, 0.809)  -0.62
C (1.113, 1.742, -1.583)  -0.61
C (-1.284, -1.865, 1.155)  -0.61
C (0.053, -0.128, -0.185)  -0.21
C (-0.039, 1.333, -0.687)  -0.39
C (-1.313, -0.613, 0.283)  -0.39
H (2.017, 1.843, -0.976)  0.20
H (-1.808, 0.175, 0.864)  0.19
H (-0.798, -1.725, 2.118)  0.20
H (-0.965, 1.413, -1.270)  0.20
H (-1.964, -0.798, -0.571)  0.20
H (1.470, -1.344, 0.913)  0.21
H (1.326, 1.012, -2.357)  0.20
H (2.095, 0.265, 0.557)  0.21
H (0.301, -0.770, -1.040)  0.19
H (-0.782, -2.699, 0.655)  0.20
H (0.967, 0.019, 1.837)  0.20
H (-0.208, 1.936, 0.207)  0.20
H (0.933, 2.698, -2.074)  0.21
H (-2.306, -2.201, 1.344)  0.21

HOMO energy = -10.8 eV
SMILES string = CCC(C)CC
2S+1 = 1
frontier orbital gap = 12.04 eV

Run x
Formula: C6H14
Source: the Open Molecules 2025 dataset
Level of theory: ωB97M-V with the def2-TZVPD basis set

Last column: natural (NBO) charge in e.
Element x y z (Å)
C (-0.090, 0.205, 1.781)  -0.61
C (0.104, -0.716, 0.570)  -0.26
C (1.146, -0.340, -1.650)  -0.43
C (-1.030, -1.744, 0.488)  -0.60
C (-0.782, 1.100, -1.064)  -0.66
C (0.220, 0.017, -0.758)  0.06
H (1.861, -1.133, -1.441)  0.20
H (1.945, 1.840, -0.379)  0.01
H (0.708, 0.952, 1.862)  0.21
H (-1.779, 0.676, -1.240)  0.22
H (-0.493, 1.661, -1.957)  0.22
H (1.958, 2.461, 0.032)  -0.02
H (-0.876, 1.813, -0.237)  0.22
H (-0.090, -0.388, 2.703)  0.21
H (-1.075, -2.352, 1.398)  0.21
H (-0.880, -2.410, -0.369)  0.21
H (1.217, 0.141, -2.623)  0.20
H (-1.049, 0.735, 1.737)  0.20
H (-2.000, -1.247, 0.367)  0.20
H (1.045, -1.262, 0.716)  0.20

HOMO energy = -9.3 eV
SMILES string = C=C(C)C(C)C.[H][H]
2S+1 = 1
frontier orbital gap = 10.41 eV

Short version: run w is the most stable of them.